# 1
10
Properties=species:S:1:pos:R:3 method="wB97M-V/def2-TZVPD" total_charge=0 lumo_energy_ev=-0.79 relative_energy_ev=4.155 energy_ev=-13335.21830
C 0.053 -1.276 -0.228
C -0.062 -0.077 0.170
C 0.840 0.814 0.843
O -1.771 1.003 -0.626
I -2.558 0.053 -2.032
H -0.661 -1.727 -0.954
H 0.984 -1.844 -0.227
H 0.336 1.793 1.179
H 1.280 0.276 1.731
H 1.559 0.985 0.145

# 2
13
Properties=species:S:1:pos:R:3 method="wB97M-V/def2-TZVPD" total_charge=+1 lumo_energy_ev="-4.65 / -9.06" spin_multiplicity=3 relative_energy_ev=4.211 energy_ev=-77252.31870
C -1.288 -0.237 -0.029
C 0.989 0.063 0.746
C 1.062 0.785 -0.586
C -0.258 0.762 0.280
N -0.602 -1.551 0.621
N -0.902 -1.407 -0.611
Br -3.172 0.434 -0.105
H 1.028 -1.047 0.807
H 1.388 0.315 1.768
H 1.687 1.654 -0.546
H 1.135 0.359 -1.559
H -0.635 1.634 0.686
H -0.431 -1.764 -1.472